Version 1
Molecular formula: C2H3NOS2
Method: DFT, the ωB97M-V functional and the def2-TZVPD basis

- LUMO energy (eV) = -0.880
- charge = 0
- molar mass (g mol⁻¹) = 121.19
- highest occupied orbital energy (eV) = -9.139

```
9
Properties=species:S:1:pos:R:3:lowdin_charge:R:1
C 0.322 0.348 -0.373 -0.240
C 1.030 -0.962 -0.046 -1.213
H -2.051 2.074 0.095 0.085
H 0.955 0.923 -1.066 0.111
H -0.867 -1.403 1.327 -0.126
N -0.819 0.598 0.139 -0.019
O -1.215 1.843 -0.277 -0.032
S 0.171 -2.149 0.901 0.763
S 2.474 -1.272 -0.699 0.672
```

---

Version 2
Molecular formula: C2H3NOS2
Method: DFT, the ωB97M-V functional and the def2-TZVPD basis

- LUMO energy (eV) = -1.213
- charge = 0
- molar mass (g mol⁻¹) = 121.19
- highest occupied orbital energy (eV) = -9.107

```
9
Properties=species:S:1:pos:R:3:lowdin_charge:R:1
C 0.036 -0.824 -0.164 -0.266
C -1.179 -0.084 0.132 -1.010
H 2.973 0.226 0.053 0.172
H 0.209 -1.831 -0.253 0.109
H -1.923 2.073 0.203 -0.155
N 0.951 -0.016 0.140 -0.114
O 2.306 -0.622 -0.028 -0.104
S -0.650 1.743 -0.071 0.715
S -2.723 -0.666 -0.012 0.653
```

---

Version 3
Molecular formula: C2H3NOS2
Method: DFT, the ωB97M-V functional and the def2-TZVPD basis

- LUMO energy (eV) = -0.467
- charge = 0
- molar mass (g mol⁻¹) = 121.19
- highest occupied orbital energy (eV) = -9.025

```
9
Properties=species:S:1:pos:R:3:lowdin_charge:R:1
C -0.501 -0.119 0.116 -0.481
C 2.163 0.128 -0.027 -1.089
H -3.435 -0.354 -0.270 0.115
H -0.435 0.923 0.428 0.096
H 1.768 1.147 -0.027 0.012
N -1.610 -0.677 -0.182 -0.096
O -2.658 0.200 -0.023 -0.072
S 0.953 -1.100 0.057 0.912
S 3.756 -0.148 -0.071 0.603
```

---

It is version 2 that is the least stable of them.